DFT (the ωB97M-V functional and the def2-TZVPD basis) results for a structure of composition C56H60AsBiGeO8P2S.

```
! wB97M-V def2-TZVPD RIJCOSX def2/J DEFGRID3
* xyz 0 1
Bi -0.07106 1.28745 0.54359
As -2.35152 -1.60721 1.86634
Ge 2.94970 0.74266 -1.58141
S -1.05004 -1.72160 -1.99292
P -1.27057 3.70889 -1.60877
P -3.80801 2.16479 -1.56711
O -3.46498 0.85654 -0.97412
O -0.55525 4.95863 -0.90878
O -0.41150 2.49610 -1.26669
O -3.59350 2.34516 -3.10841
O -5.34910 2.52125 -1.33117
O -2.64039 3.17744 0.61413
O -1.54109 3.96302 -3.05077
O 0.32578 -2.23245 -1.71364
C 6.42214 -1.72542 -1.51222
C 5.31707 4.25821 -1.57805
C 2.63955 3.64682 -1.92741
C -0.69462 -2.41910 2.49728
C 1.96260 -1.61653 -4.93146
C 1.79843 1.13291 3.34155
C -1.40037 0.34071 5.22418
C -4.33503 -1.06517 3.88532
C -3.61094 -2.08836 3.28326
C -2.85714 -5.14436 -0.42354
C 1.84468 -3.26435 3.29064
C -1.66133 -5.06298 -4.15271
C 2.35499 0.16422 -3.34264
C 4.89515 -0.30641 0.30486
C -1.76717 -2.89496 -3.14296
C -3.65882 4.85293 -0.81284
C 4.51182 -0.31301 -1.03844
C 1.49811 0.65854 -5.54899
C 2.42676 4.42124 1.65255
C 6.01649 -0.99944 0.73828
C 4.88648 2.93914 -1.50201
C 1.52364 -0.69178 -5.87073
C 0.36123 -2.44095 1.58346
C 2.36531 -1.19089 -3.67375
C -5.28661 -1.34786 4.85849
C -1.12861 -4.11531 -3.28899
C -2.94098 -2.96389 0.59577
C -4.80482 -3.69116 4.63480
C 1.92154 1.08302 -4.29561
C -0.93314 -0.34989 -3.14825
C -5.51940 -2.66117 5.23494
C -0.32742 1.09536 4.49027
C 1.74221 2.51883 3.18732
C 3.06610 4.96367 -2.01794
C 3.54178 2.61312 -1.67378
C -0.39577 2.47262 4.32052
C 0.79454 -3.26123 4.19820
C 5.29968 -1.02548 -1.93962
C -4.63112 -3.62907 -0.98643
C -2.93621 -2.61245 -3.83941
C -3.45830 -3.56240 -4.70303
C 1.62335 -2.86342 1.97823
C 4.40819 5.27344 -1.84169
C 0.78745 0.43009 3.97738
C 3.90745 3.71353 3.55545
C 2.88516 3.24939 2.51465
C -3.86061 -3.40637 3.66068
C 0.62150 3.17522 3.68277
C -2.82383 -4.78884 -4.85812
C -0.47155 -2.84069 3.80401
C 6.78090 -1.71678 -0.17283
C 1.69656 0.56677 -0.11541
C -4.01731 -4.86710 -1.12857
C -4.08583 -2.67359 -0.14389
C -2.32436 -4.19932 0.44806
C -2.89531 3.53295 -0.75135
H 0.52706 4.24868 3.56839
H 6.29621 -0.97658 1.78484
H -3.43718 -1.65946 -3.71405
H 6.36547 4.49071 -1.43603
H -1.25672 3.01215 4.70068
H 0.20914 -2.16972 0.54163
H -4.15289 -0.03667 3.59477
H -5.52312 -3.39875 -1.55673
H 2.65487 0.59291 2.94767
H 2.34744 5.75023 -2.21561
H 5.61194 2.15735 -1.30293
H 2.42972 -2.88387 1.25263
H -0.21585 -4.29677 -2.73475
H 3.27102 4.83114 1.09604
H 4.25727 2.88055 4.16784
H -4.36334 -3.34472 -5.25707
H 1.19993 -1.02299 -6.84970
H 2.08213 -0.12213 0.64216
H -2.36372 -6.10090 -0.54505
H -1.27795 -2.83177 4.52681
H -0.32441 0.41497 -2.66923
H 1.58282 3.42435 -2.04235
H -4.64027 4.74249 -0.35660
H -5.84726 1.73999 -1.05740
H -2.82434 2.95543 -3.33325
H -3.04075 2.31711 0.80260
H -3.23559 -5.52842 -5.53375
H -0.97773 -0.22175 6.05906
H -3.32086 -4.21610 3.18328
H 2.01160 5.22632 2.26475
H -4.43246 -5.60525 -1.80337
H 7.01668 -2.27819 -2.22949
H -1.16468 -6.01781 -4.27458
H -1.89962 -0.37890 4.57700
H -6.26170 -2.88634 5.99039
H -0.48181 -0.65794 -4.08940
H 1.90597 2.14467 -4.06865
H 1.15153 1.38618 -6.27285
H -0.67016 5.76856 -1.42324
H 0.86990 -0.64670 4.08350
H 3.46004 4.45542 4.22230
H -1.41956 -4.42631 0.99934
H 7.65509 -2.26230 0.16058
H 4.31511 0.25774 1.03031
H 2.82986 -3.58990 3.60140
H -5.84429 -0.54242 5.31941
H -1.94084 0.04214 -3.28481
H 2.65391 -1.92584 -2.93248
H 0.95947 -3.58289 5.21955
H 1.66844 4.12213 0.92666
H 4.77098 4.17123 3.06815
H -4.53815 -1.68938 -0.07150
H -3.10009 5.60802 -0.25941
H 1.97756 -2.67305 -5.17142
H -4.98994 -4.71866 4.92281
H 3.37841 2.52448 1.85666
H 5.04094 -1.03791 -2.99229
H 4.74417 6.30099 -1.90811
H -2.15954 1.01614 5.61976
H -3.78252 5.18459 -1.84543
*
```

Max |F|   0.31 eV/Å
ΔE to the lowest compared entry with this formula, charge and spin   0.0 kcal per mole
Highest occupied orbital energy (alpha / beta)   -7.89 / -7.89 eV